<A>
Density functional theory data (ωB97M-V/def2-TZVPD) for an isolated molecule of C5H8N4O.

Properties
**Gap between HOMO and LUMO (alpha / beta)**: 0.2782 / 0.2783 Ha
**LUMO (alpha / beta)**: 0.0183 / 0.0183 Ha
**HOMO energy (alpha / beta)**: -7.07 / -7.07 eV

```
18
Properties=species:S:1:pos:R:3:mulliken_charge:R:1
C -2.65008 -0.14675 0.82081 0.0600
C 1.77579 -0.85215 -0.38598 0.4464
C 0.70232 0.05316 -0.02136 -0.3111
C 3.12986 -0.70200 0.25444 -1.2234
C -1.79092 1.63025 -0.75594 -0.8063
N -2.12949 -1.13613 1.46688 -0.4585
N -0.86670 -1.25566 1.11113 -0.5420
N -0.57428 -0.31597 0.22430 0.8880
N -1.71267 0.42208 -0.00234 -0.2474
O 1.30086 0.16071 -1.27088 -0.4275
H -3.66208 0.19452 0.87024 0.3747
H 1.52588 -1.86237 -0.70999 0.3313
H -2.83374 1.92296 -0.84711 0.3274
H 3.91757 -1.03110 -0.41910 0.3194
H 3.15373 -1.31594 1.15565 0.2947
H 3.30051 0.33718 0.53326 0.3530
H -1.21665 2.42631 -0.27078 0.3389
H -1.36990 1.47091 -1.75323 0.2827
```

---

<B>
Density functional theory data (ωB97M-V/def2-TZVPD) for an isolated molecule of C5H8N4O.

Properties
**SMILES**: C/C=N/n1c(C)n[nH]c1=O
**Gap between HOMO and LUMO**: 0.3543 Ha
**LUMO**: 0.0315 Ha
**HOMO energy**: -8.78 eV

```
18
Properties=species:S:1:pos:R:3:mulliken_charge:R:1
C -3.02017 -0.52230 -0.05645 -1.0038
C -1.48012 -0.49912 -0.31868 0.0367
N -0.63829 -0.58111 0.57495 -0.7990
N 0.61348 -0.43510 0.11793 0.5685
C 1.44850 0.68140 0.05119 0.6532
C 0.82854 2.10785 0.17459 -0.9935
N 2.65200 0.48063 -0.08828 -0.6919
N 2.72132 -0.89623 -0.12857 0.0931
C 1.57758 -1.57127 0.10010 0.2847
O 1.28775 -2.71816 0.18228 -0.5859
H -3.41047 0.48892 -0.39130 0.2663
H -3.27197 -0.57695 1.17596 0.2401
H -3.59325 -1.38072 -0.43518 0.3201
H -1.41156 -0.27277 -1.28698 0.5364
H 0.08780 2.00070 -0.54280 0.2976
H 1.55939 2.89775 -0.02222 0.3160
H 0.49046 2.19305 1.24376 0.2590
H 3.55904 -1.39655 -0.35031 0.2023
```

---

Result of the stability comparison: <A> is the least stable of them.

---

<A>
Density functional theory data (ωB97M-V/def2-TZVPD) for a structure of composition C4H4O2S.

Properties
**Gap between HOMO and LUMO**: 0.3075 Ha
**LUMO**: 0.0214 Ha
**HOMO energy**: -7.78 eV

```
11
Properties=species:S:1:pos:R:3:mulliken_charge:R:1
C 0.41268 -0.91667 -1.14666 -0.2267
C 1.43907 -0.37883 -0.58044 -0.1180
C -1.17704 0.05950 1.57614 0.1563
C -0.58268 0.79144 -0.08896 -0.0791
O -2.26800 -0.35828 1.65008 -0.3804
O -0.70491 -0.17665 -1.08248 -0.3627
S 1.15513 1.08731 0.23882 -0.1808
H 0.41992 -1.90432 -1.72641 0.3005
H 2.44745 -0.86414 -0.40861 0.2690
H -0.20987 -0.08070 2.20458 0.2247
H -1.18624 1.71267 -0.26141 0.3972
```

---

<B>
Density functional theory data (ωB97M-V/def2-TZVPD) for an isolated molecule of C4H4O2S.

Properties
**SMILES**: C=CC(=O)C(=O)S
**Gap between HOMO and LUMO**: 0.3163 Ha
**LUMO**: -0.0394 Ha
**HOMO energy**: -9.68 eV

```
11
Properties=species:S:1:pos:R:3:mulliken_charge:R:1
C 3.01828 -0.07947 -0.17132 -0.6177
C 1.83853 0.58757 -0.11312 -0.3339
C 0.59278 -0.34819 0.07892 0.5832
O 0.49652 -1.54396 0.43061 -0.4975
C -0.66458 0.62919 -0.02797 0.4735
O -0.77000 1.81770 0.27976 -0.4866
S -1.99247 -0.50498 -0.22583 -0.2271
H 2.99553 -1.22283 -0.33963 0.2135
H 3.88719 0.45580 -0.32933 0.3376
H 1.70352 1.62880 -0.18853 0.3755
H -3.22903 0.29338 0.18878 0.1796
```

---

Result of the stability comparison: <A> is the least stable of them.

---

<A>
Density functional theory data (ωB97M-V/def2-TZVPD) for an isolated molecule of C4H4O2S.

Properties
**Gap between HOMO and LUMO**: 0.3380 Ha
**LUMO**: 0.0206 Ha
**HOMO energy**: -8.64 eV

```
11
Properties=species:S:1:pos:R:3:mulliken_charge:R:1
C -1.22905 0.23872 0.91444 -0.7100
C 0.15264 0.06799 0.46697 -0.0851
C -2.20561 0.69716 0.18501 0.6249
C 0.54692 0.27028 -0.95458 -0.7788
O -3.10689 1.04290 -0.45700 -0.3479
O 0.27402 2.78091 0.01782 -0.5466
S 1.16734 1.62884 0.12116 0.4283
H -1.43013 0.08315 1.96260 0.3435
H 0.71332 -0.66546 1.03085 0.4647
H 1.30399 -0.38412 -1.36135 0.2938
H -0.21589 0.56740 -1.65959 0.3133
```

---

<B>
Density functional theory data (ωB97M-V/def2-TZVPD) for a cluster of 2 separate species, C4H4O2S in total.

Properties
**Gap between HOMO and LUMO**: 0.3254 Ha
**LUMO**: 0.0096 Ha
**HOMO energy**: -8.59 eV

```
11
Properties=species:S:1:pos:R:3:mulliken_charge:R:1
C 1.79208 -0.26026 0.25194 0.0163
C 0.60803 0.07178 -0.84018 0.0420
C -1.62077 -0.37218 0.27563 -0.1971
C -1.36350 0.86050 0.03436 -0.3123
H 1.06925 -0.81309 1.59056 0.2031
H 1.10131 0.17020 -1.76960 0.4019
H -2.35580 -0.91039 0.88395 0.3125
H -1.78133 1.71505 0.34081 0.4424
O 3.06011 -0.08734 0.06289 -0.4359
O -0.16520 1.14762 -0.44385 -0.3487
S -0.34418 -1.52189 -0.38650 -0.1242
```

---

<C>
Density functional theory data (ωB97M-V/def2-TZVPD) for a structure of composition C4H4O2S.

Properties
**Gap between HOMO and LUMO**: 0.3014 Ha
**LUMO**: 0.0054 Ha
**HOMO energy**: -8.05 eV

```
11
Properties=species:S:1:pos:R:3:mulliken_charge:R:1
C 1.10150 -0.22010 0.58265 0.5394
C 0.25632 -1.27711 0.44370 -0.6670
C -0.81285 -0.71198 -0.33234 -0.0760
C -0.52738 0.64094 -0.70079 0.1099
H 2.44839 1.13687 1.42279 0.4182
H 0.50402 -2.38217 0.60796 0.3031
H -1.58411 -1.28176 -0.86478 0.3686
H -2.86037 1.16950 -0.73730 0.1607
O 2.44355 0.00260 0.85753 -0.5794
O 0.73066 0.98149 -0.06286 -0.3277
S -1.69973 1.94174 -1.21657 -0.2497
```

---

Result of the stability comparison: <B> is the least stable of them.

---

<A>
Density functional theory data (ωB97M-V/def2-TZVPD) for a cluster of 2 separate species, C5H13O2 in total.

Properties
**Gap between HOMO and LUMO**: 0.2595 Ha
**LUMO**: 0.1439 Ha
**Net charge**: -1
**HOMO energy**: -3.15 eV

```
20
Properties=species:S:1:pos:R:3:mulliken_charge:R:1
C -0.65874 -1.39994 0.76621 -0.6844
O 0.68996 -1.52519 0.97595 -0.8980
C -1.04888 0.01167 0.27770 -0.9869
C -0.33919 0.37881 -1.06782 0.8141
C 0.39716 1.72986 -0.91970 -1.6163
C -1.35503 0.32205 -2.23781 -1.2314
H -1.01078 -2.12828 0.01414 0.3289
H -1.23998 -1.61244 1.70080 0.2668
H -0.60812 0.67578 1.02846 0.2869
H -2.11765 0.20692 0.19348 0.5152
H 0.42088 -0.38382 -1.23234 0.2574
H 1.16314 1.81710 -1.70222 0.3831
H -0.28821 2.57251 -0.95482 0.3691
H 0.96099 1.67894 0.00928 0.4138
H -1.17130 -0.49703 -2.93758 0.2532
H -1.31980 1.22867 -2.85544 0.3385
H -2.36015 0.19332 -1.84590 0.3067
H 2.77885 0.09750 1.54539 0.2643
H 1.33980 -0.37900 1.82663 0.3696
O 2.06649 0.25042 2.16952 -0.7504
```

---

<B>
Density functional theory data (ωB97M-V/def2-TZVPD) for a cluster of 2 separate species, C5H13O2 in total.

Properties
**Gap between HOMO and LUMO**: 0.1949 Ha
**LUMO**: 0.1166 Ha
**Net charge**: -1
**HOMO energy**: -2.13 eV

```
20
Properties=species:S:1:pos:R:3:mulliken_charge:R:1
C -1.45924 0.05256 0.39746 -0.1727
O -2.46450 0.66518 1.00646 -0.8776
C -0.93354 -1.15218 1.22862 -0.5004
C 0.01951 -2.17031 0.61891 -0.6970
C 1.46112 -1.69758 0.45468 -0.3291
C 1.67788 -0.68607 -0.66614 -1.1041
H -1.64663 -0.34345 -0.64381 0.0957
H -0.54783 0.69917 0.19250 -0.0383
H -1.84068 -1.59027 1.63009 0.2882
H -0.46660 -0.71361 2.13060 0.2195
H -0.35039 -2.50214 -0.36539 0.2896
H 0.01701 -3.12505 1.15828 0.3329
H 2.07986 -2.59590 0.29610 0.3156
H 1.79917 -1.28630 1.41008 0.2656
H 0.76621 -0.50913 -1.22539 0.3094
H 2.45884 -0.98303 -1.35846 0.3224
H 1.94505 0.28924 -0.27108 0.2809
H -0.78454 5.10423 -2.10980 0.3332
H -1.20588 6.57358 -2.09786 0.3105
O -0.52481 5.97107 -1.78586 -0.6442
```

---

Result of the stability comparison: <B> is the least stable of them.